(1)
The following is a quantum chemistry calculation of a molecular structure, C7H19N3, from the OMol25 dataset.

Summary:
E_tot   -12030.161 eV
Energy above the lowest of the compared OMol25 structures with the same formula, charge and spin   736.9 kJ/mol
Strongest force on any atom   8.22 eV/Å
HOMO-LUMO gap   9.03 eV

Geometry as ORCA input:
```
! wB97M-V def2-TZVPD RIJCOSX def2/J DEFGRID3
* xyz 0 1
N -0.375 -1.402 -0.300
N -0.730 0.999 0.219
N 1.495 -0.101 0.186
C 2.188 1.068 -0.390
C -1.127 2.095 -0.745
C -1.642 -1.139 -1.175
C -0.660 1.321 1.650
C 2.313 -1.315 -0.057
C -1.035 -1.889 0.949
C 0.045 -0.111 -0.287
H 2.304 1.102 -1.479
H -2.367 -1.770 1.040
H -0.135 0.332 -1.299
H -1.660 1.589 2.113
H -0.758 -3.174 1.008
H -2.112 -2.158 -1.356
H -1.423 1.746 -1.813
H 3.065 -1.107 0.765
H 0.153 1.946 1.888
H -1.881 2.572 -0.305
H 2.579 -1.675 -1.133
H 3.195 1.224 0.181
H -0.536 -1.361 2.019
H -2.314 -0.534 -0.712
H -0.390 0.229 2.000
H 1.808 -2.096 0.432
H 0.007 2.619 -1.038
H -1.615 -0.995 -2.197
H 1.604 1.986 -0.163
*
```

***

(2)
The following is a quantum chemistry calculation of a molecular structure, C26H14F11N3O6ReS3, from the OMol25 dataset.

Summary:
E_tot   -108453.052 eV
Expectation value of S²   0.777
Energy above the lowest of the compared OMol25 structures with the same formula, charge and spin   0.0 kJ/mol
Strongest force on any atom   0.66 eV/Å
HOMO-LUMO gap (alpha / beta)   5.15 / 4.15 eV

Geometry as ORCA input:
```
! wB97M-V def2-TZVPD RIJCOSX def2/J DEFGRID3
* xyz 2 2
Re 0.906 1.044 1.024
S 3.099 0.200 1.888
S -0.146 -1.981 1.410
S 1.003 2.317 2.882
F -2.000 1.683 2.713
F 2.355 2.546 0.132
F -3.447 5.895 4.104
F 1.129 5.081 3.676
F -3.995 3.362 3.335
F 7.727 1.740 0.678
F 5.997 0.081 1.921
F 4.119 4.151 -1.120
F -0.893 6.753 4.300
F 6.764 3.757 -0.828
F 1.080 -4.881 -2.052
O -0.088 -0.458 1.823
O 1.635 0.169 -0.508
O -1.404 2.358 -0.165
O 0.335 -5.197 -4.729
O 2.458 0.519 -2.536
O -0.294 -0.699 -5.111
N 0.254 -1.534 -3.059
N 0.086 -2.937 -4.908
N -0.528 1.817 0.318
C 6.433 1.913 0.561
C 1.515 0.200 -1.891
C -1.149 5.523 3.906
C 0.716 -3.849 -2.811
C -2.463 5.083 3.808
C 0.642 -2.625 -2.302
C -3.890 -2.581 -1.056
C -1.614 -2.161 0.464
C 5.944 2.957 -0.221
C 4.550 3.168 -0.370
C -0.122 4.658 3.586
C -0.373 3.351 3.150
C 3.705 2.330 0.280
C 5.545 1.072 1.199
C -2.561 -1.151 0.379
C 0.170 -0.215 -2.466
C -1.763 -3.371 -0.208
C -1.706 2.937 3.075
C -2.908 -3.570 -0.958
C 4.137 1.254 1.087
C -0.603 -2.701 2.968
C -3.696 -1.375 -0.383
C -5.120 -2.812 -1.884
C -0.001 -1.647 -4.427
C -2.743 3.782 3.400
C 0.374 -4.117 -4.213
H -2.434 -0.223 0.917
H -0.810 -3.754 2.775
H -1.008 -4.147 -0.152
H -0.120 -3.043 -5.893
H -5.949 -2.192 -1.549
H -4.453 -0.604 -0.446
H -5.424 -3.857 -1.854
H -1.489 -2.188 3.339
H -3.041 -4.508 -1.480
H -0.079 0.467 -3.279
H -4.920 -2.564 -2.929
H 0.912 -2.436 -1.272
H -0.597 -0.192 -1.686
H 0.240 -2.601 3.650
*
```

***

(3)
The following is a quantum chemistry calculation of a single C23H40N2O3 molecule, from the OMol25 dataset.

Summary:
E_tot   -33623.243 eV
Energy above the lowest of the compared OMol25 structures with the same formula, charge and spin   169.8 kJ/mol
Strongest force on any atom   0.36 eV/Å
HOMO-LUMO gap   9.69 eV

Geometry as ORCA input:
```
! wB97M-V def2-TZVPD RIJCOSX def2/J DEFGRID3
* xyz 0 1
O -4.574 0.342 -0.094
O 1.267 -0.954 1.451
O 1.043 1.392 -0.929
N -2.996 -1.239 -0.408
N 0.705 -0.640 -1.831
C 1.460 0.806 4.527
C -2.701 0.265 2.408
C 3.940 0.351 -0.873
C 0.865 0.514 3.382
C 2.400 -0.155 1.135
C -0.691 -0.402 -2.220
C -1.035 -1.828 -1.730
C 1.397 0.228 -1.051
C -3.429 -0.042 0.093
C 4.101 1.785 -0.362
C -2.480 0.768 0.976
C -1.652 -1.773 -0.335
C -2.748 2.270 0.811
C 0.486 -2.088 -1.632
C 0.822 -0.867 2.800
C -2.498 2.706 -0.632
C -1.888 -2.683 -2.647
C 5.136 -0.487 -0.412
C -1.865 3.095 1.744
C 3.917 0.360 -2.404
C -3.883 -2.035 -1.248
C -3.321 -2.150 -2.662
C 2.636 -0.316 -0.357
H -0.800 -0.260 -3.297
H 2.208 0.895 1.363
H -0.202 -1.244 2.793
H -4.861 -1.563 -1.242
H -1.695 -2.790 0.076
H 3.128 1.010 -2.786
H 0.894 -2.680 -2.454
H -1.882 -3.718 -2.286
H 2.724 -1.385 -0.572
H -3.977 -3.033 -0.803
H 1.436 1.805 4.940
H -1.446 2.561 -0.897
H -2.726 3.766 -0.756
H -2.047 4.160 1.590
H -0.807 2.912 1.527
H 4.871 0.724 -2.790
H -1.994 0.709 3.108
H 4.990 2.232 -0.812
H 0.345 1.290 2.825
H 1.988 0.047 5.095
H -1.437 0.603 0.691
H -3.340 -1.159 -3.127
H -3.123 2.151 -1.332
H 1.424 -1.536 3.430
H 0.836 -2.474 -0.674
H 5.209 -0.533 0.675
H -3.965 -2.797 -3.261
H 5.070 -1.509 -0.794
H -3.713 0.512 2.734
H 4.235 1.812 0.722
H 3.235 2.393 -0.618
H 3.752 -0.645 -2.801
H 6.064 -0.049 -0.785
H -1.466 -2.691 -3.656
H -1.152 0.433 -1.695
H -1.022 -1.187 0.328
H 3.268 -0.485 1.717
H -3.798 2.445 1.056
H -2.047 2.880 2.798
H -2.591 -0.821 2.465
*
```

***

(4)
The following is a quantum chemistry calculation of 12 unconnected molecules or ions with the total composition C30H69N5O19S6, from the OMol25 dataset.

Summary:
E_tot   -143586.002 eV
Energy above the lowest of the compared OMol25 structures with the same formula, charge and spin   0.0 kJ/mol
Strongest force on any atom   2.56 eV/Å
HOMO-LUMO gap   10.05 eV

Geometry as ORCA input:
```
! wB97M-V def2-TZVPD RIJCOSX def2/J DEFGRID3
* xyz 0 1
S -0.689 1.882 -6.227
S -4.774 3.947 2.896
S 0.324 -1.397 0.335
S 2.289 -5.233 -4.256
S 2.870 4.749 -3.736
S -5.298 -0.780 -0.412
O 0.721 2.100 -6.475
O -4.943 -1.303 1.060
O -6.576 -1.327 -0.762
O -3.396 3.076 3.056
O -5.644 3.498 3.943
O -4.461 5.346 2.773
O 1.407 -6.080 -4.983
O 3.408 -4.705 -5.015
O 1.265 4.783 -4.003
O -1.409 -3.894 3.413
O -0.753 0.820 -4.959
O 1.553 -0.505 -0.178
O 0.656 -2.781 0.151
O -5.069 0.655 -0.427
O -0.916 -0.905 -0.253
O -1.576 3.016 -6.030
O 3.167 5.138 -2.379
O 3.480 5.449 -4.842
O 1.527 -3.961 -3.590
N 4.831 1.683 -1.150
N 4.197 -4.713 0.093
N 0.945 -1.770 4.324
N 1.644 4.613 1.940
N 0.378 0.923 4.570
C 3.505 -4.335 0.924
C 2.883 -6.071 -2.734
C -3.837 -1.106 3.274
C 0.382 4.429 -2.901
C 1.572 -2.623 6.721
C -1.347 0.906 -7.570
C 2.231 1.549 0.940
C 2.754 4.592 2.225
C -2.303 3.320 2.198
C -2.608 -5.861 2.493
C 0.130 5.689 -2.075
C -5.429 3.357 1.335
C -1.985 2.088 1.354
C -3.937 -1.627 -1.286
C -1.918 -4.498 2.226
C 3.182 2.939 -3.898
C 1.576 -1.618 -3.302
C -1.216 1.077 -2.657
C -1.837 0.975 -4.020
C 2.362 -2.902 -3.087
C 5.087 -0.849 -0.623
C 1.242 -2.144 5.368
C -4.055 -0.523 1.895
C 1.340 0.944 -0.145
C 2.680 -3.808 2.006
C 4.171 4.552 2.534
C 4.935 0.562 -0.921
C 0.291 0.421 5.596
C 0.240 -0.983 2.081
C 0.238 -0.230 6.901
H -6.216 4.088 1.162
H -2.372 4.231 1.600
H -4.259 -2.605 -1.637
H -0.675 5.570 -1.347
H 1.260 -1.545 -4.343
H -0.784 -0.240 7.274
H -1.380 3.405 2.784
H -2.902 -0.662 3.626
H 2.030 -5.935 -2.071
H 4.294 3.668 3.165
H -1.968 1.241 2.035
H -4.370 0.515 1.995
H 4.239 2.828 -3.676
H 2.589 2.534 -3.082
H -3.054 -5.912 3.480
H 2.204 -0.798 -2.956
H -0.993 2.265 0.930
H -3.136 -0.466 1.304
H -0.910 -0.082 -7.436
H -2.531 0.137 -4.126
H -3.300 -6.008 1.663
H 0.861 3.606 -2.369
H 3.006 0.833 1.208
H 1.585 1.957 1.715
H -3.122 -1.779 -0.585
H 5.613 -1.002 0.317
H 2.833 2.373 0.557
H 4.078 -1.261 -0.513
H -0.643 -4.374 3.728
H 3.788 -5.606 -2.355
H -0.507 -1.658 2.506
H -5.795 2.338 1.367
H 0.284 1.194 -0.147
H -2.400 1.878 -4.267
H -2.533 -3.820 1.636
H 4.507 5.440 3.061
H 1.780 -3.444 1.510
H -3.771 -2.191 3.323
H 1.139 -1.265 2.628
H 3.238 -3.048 2.552
H -4.570 -0.733 3.989
H -2.406 0.801 -7.336
H -0.049 6.569 -2.690
H 1.018 5.922 -1.486
H -4.592 3.457 0.645
H 5.555 -1.404 -1.433
H 2.019 -1.919 7.413
H -2.655 2.000 0.495
H 2.192 -3.504 6.551
H 0.650 -2.991 7.175
H -1.865 -6.648 2.351
H 2.503 -4.561 2.773
H 2.589 -3.031 -2.025
H -1.144 1.417 -8.502
H -3.681 -0.978 -2.119
H 0.638 -1.241 6.916
H -0.628 2.001 -2.695
H -0.507 4.072 -3.420
H 4.778 4.409 1.641
H 1.790 1.253 -1.091
H 2.829 2.654 -4.882
H -0.547 0.250 -2.439
H -0.049 0.061 2.120
H -1.914 1.267 -1.842
H 0.624 -1.706 -2.775
H 3.081 -7.134 -2.846
H 3.295 -2.937 -3.651
H -1.005 -4.650 1.638
H 0.860 0.354 7.581
*
```

***

(5)
The following is a quantum chemistry calculation of a molecular structure, H12NaO6, from the OMol25 dataset.

Summary:
E_tot   -16893.024 eV
Energy above the lowest of the compared OMol25 structures with the same formula, charge and spin   29.3 kJ/mol
Strongest force on any atom   3.00 eV/Å
HOMO-LUMO gap   12.03 eV

Geometry as ORCA input:
```
! wB97M-V def2-TZVPD RIJCOSX def2/J DEFGRID3
* xyz 1 1
Na 0.031 0.307 -0.108
O -0.341 -1.602 -1.299
O -2.395 0.118 0.468
O 0.002 -1.590 1.800
O 0.509 2.027 1.240
O 2.373 -0.022 -0.317
O -0.078 1.765 -1.957
H -2.846 0.250 -0.386
H -0.388 -2.485 -1.018
H 0.305 1.768 2.139
H -0.270 -1.477 2.706
H 1.370 2.484 1.237
H 2.393 -1.009 -0.346
H -0.594 1.453 -2.695
H -0.353 -1.730 -2.233
H -0.630 2.489 -1.668
H -2.814 -0.596 0.871
H 3.287 0.300 -0.228
H 0.442 -2.450 1.792
*
```